# C23H21Br42N2O8P3

A molecular structure, C23H21Br42N2O8P3 in a non-equilibrium geometry (ωB97M-V/def2-TZVPD, the Open Molecules 2025 dataset).

* DFT total energy: -110732.751879 Ha
* 2S+1: 1
* relative energy (zero: lowest compared OMol25 entry of this formula, charge and spin): 206.2 kcal per mole

Each line ends with the Mulliken charge.
Geometry (Å):
1 O -0.64062 -6.83410 1.69494  -0.472
2 C -1.40752 -5.84129 1.78712  0.742
3 N -2.19959 -4.76979 1.76646  -0.557
4 C -2.08718 -4.26379 0.37198  0.349
5 C -3.20013 -4.49895 -0.75842  0.177
6 P -4.78207 -5.47919 -0.31448  0.212
7 O -5.97407 -5.12656 -1.53815  -0.467
8 O -5.37620 -4.76515 1.16066  -0.338
9 C -3.01427 -3.92592 -2.24132  -0.421
10 C -1.68845 -3.13052 -2.67852  -1.078
11 C -0.62380 -2.91359 -1.55314  0.312
12 C -0.82867 -3.44567 -0.06973  0.115
13 C 0.47403 -2.96913 0.78941  0.418
14 O 0.81282 -3.34857 1.94607  -0.586
15 N 1.05220 -1.97961 -0.13346  0.422
16 P 2.48073 -1.06330 0.39183  -0.240
17 P 2.88744 0.63624 -0.95206  0.698
18 O 3.81533 0.09885 -2.07040  -0.483
19 O 1.39564 1.19247 -1.62289  -0.483
20 O 3.66047 1.94655 -0.17817  -0.136
21 C 0.81296 -2.16445 -1.57417  0.139
22 O 1.51928 -1.88217 -2.58791  -0.517
23 H -5.54896 -5.20890 -2.43692  0.313
24 H -5.29590 -3.76848 1.05480  0.220
25 H -3.82671 -4.05973 -3.05581  0.482
26 H -1.51684 -2.72521 -3.73412  0.538
27 H 2.05889 -0.41129 1.62950  -0.173
28 H 1.18561 0.70035 -2.45495  0.353
29 H 4.55246 2.02235 -0.62371  0.235
30 C 3.23321 5.30638 -1.31002  -0.355
31 Br 3.54862 3.91277 -2.62208  0.087
32 Br 4.55751 5.27587 0.10904  -0.020
33 Br 3.10147 7.05778 -2.13653  -0.098
34 H 2.26733 5.09782 -0.84923  0.418
35 C -3.20803 -5.87141 -6.01450  0.113
36 Br -5.03760 -6.40406 -5.64288  -0.052
37 Br -3.08950 -4.74388 -7.58960  0.073
38 Br -2.37020 -5.04469 -4.46783  0.111
39 H -2.64852 -6.78251 -6.23218  -0.165
40 C -5.83606 -0.55945 0.82366  -0.430
41 Br -5.93112 -0.77313 2.74939  0.044
42 Br -5.41487 1.26694 0.31918  -0.070
43 Br -4.61105 -1.83208 0.01594  0.130
44 H -6.82871 -0.77817 0.42924  0.411
45 C 3.36519 1.41538 4.26463  -0.399
46 Br 2.44004 -0.25217 3.89901  0.011
47 Br 5.27977 1.15384 4.43931  0.169
48 Br 2.93976 2.77948 2.95164  -0.009
49 H 3.00315 1.77615 5.22762  0.338
50 C -1.08783 -9.56636 -7.89870  -0.370
51 Br -2.91690 -10.09928 -7.52792  0.001
52 Br -0.96911 -8.43906 -9.47391  0.017
53 Br -0.25018 -8.74028 -6.35447  -0.010
54 H -0.52855 -10.47663 -8.11571  0.353
55 C 6.83892 5.31052 5.67112  -0.355
56 Br 6.15482 5.40030 3.85690  -0.003
57 Br 5.40953 5.33531 6.98351  0.001
58 Br 8.01973 3.79141 5.92302  -0.044
59 H 7.43579 6.20852 5.83163  0.376
60 C 3.14492 6.64440 -6.11839  0.072
61 Br 2.22493 4.97551 -6.48207  0.002
62 Br 5.06071 6.38913 -5.94205  -0.049
63 Br 2.71510 8.00564 -7.43347  -0.031
64 H 2.78155 7.00510 -5.15566  -0.058
65 C 7.51480 -0.28933 -0.46698  -0.438
66 Br 5.68799 -0.83698 -0.10941  0.177
67 Br 7.63001 0.85557 -2.03039  -0.039
68 Br 8.34138 0.52780 1.08841  -0.013
69 H 8.08114 -1.19354 -0.69104  0.368
70 C -7.77020 2.25033 5.40760  0.017
71 Br -6.51676 2.53625 6.86108  0.024
72 Br -6.93306 2.49701 3.67405  0.006
73 Br -8.65279 0.52698 5.54431  -0.028
74 H -8.54351 3.01198 5.49937  -0.054
75 C 7.20776 -1.36262 7.47229  -0.348
76 Br 7.10743 -1.57485 9.39903  -0.038
77 Br 7.63399 0.46256 6.96987  0.063
78 Br 8.43077 -2.63706 6.66817  -0.027
79 H 6.21545 -1.57891 7.07548  0.337
80 C -4.69543 -3.37336 -11.02714  -0.281
81 Br -5.62441 -5.04126 -11.37510  0.008
82 Br -2.77994 -3.63717 -10.85671  -0.046
83 Br -5.12212 -2.01933 -12.35024  -0.038
84 H -5.05304 -3.00376 -10.06576  0.324
85 C 6.37602 3.37628 10.59009  -0.303
86 Br 8.15230 3.23759 9.82126  -0.017
87 Br 6.06948 5.11847 11.38883  -0.022
88 Br 4.99503 2.91974 9.30493  -0.027
89 H 6.31851 2.64232 11.39401  0.353
90 C -9.79577 5.10735 8.76180  -0.321
91 Br -10.61159 3.43041 9.29864  -0.005
92 Br -8.35438 5.62349 9.95412  0.000
93 Br -9.21913 5.06748 6.90892  0.016
94 H -10.56499 5.87583 8.83969  0.340
95 C -1.51299 7.09477 -6.14864  -0.344
96 Br -1.19789 5.69673 -7.45839  -0.014
97 Br -0.19051 7.06769 -4.72696  0.043
98 Br -1.64362 8.84418 -6.97855  -0.009
99 H -2.47904 6.88753 -5.68818  0.352

---

# C23H21BrN2O3

A single C23H21BrN2O3 molecule (ωB97M-V/def2-TZVPD, the Open Molecules 2025 dataset).

* DFT total energy: -3798.332503 Ha
* 2S+1: 1

Each line ends with the natural charge from an NBO analysis.
Geometry (Å):
1 C -1.08485 -4.63319 -0.92232  -0.422
2 N -0.44011 -3.53050 -0.24562  -0.426
3 C -1.30218 -2.50275 0.26894  -0.319
4 C -1.77922 -1.53811 -0.82819  0.680
5 O -1.48217 -1.66307 -1.99052  -0.598
6 N -2.56758 -0.55125 -0.31542  -0.635
7 C -3.19574 0.49982 -0.98023  0.201
8 C -3.06038 0.71570 -2.35044  -0.262
9 C -3.70793 1.77054 -2.96579  -0.176
10 C -4.50410 2.63521 -2.23439  -0.223
11 C -4.65057 2.44087 -0.87212  -0.223
12 C -4.00197 1.38591 -0.26059  -0.122
13 Br -4.23396 1.15211 1.62882  0.036
14 C 0.91615 -3.47699 -0.19409  0.680
15 O 1.62185 -4.38339 -0.58989  -0.606
16 C 1.50213 -2.23568 0.40712  -0.160
17 C 2.18266 -2.31064 1.61667  -0.170
18 C 2.78875 -1.18588 2.14411  -0.221
19 C 2.73461 0.02584 1.46632  -0.045
20 C 3.38957 1.25373 2.05309  -0.086
21 O 3.76195 2.22490 1.10333  -0.493
22 C 4.79135 1.94676 0.24834  0.292
23 C 5.47186 0.73725 0.18282  -0.262
24 C 6.50632 0.58050 -0.72533  -0.201
25 C 6.87115 1.61195 -1.56968  -0.244
26 C 6.18903 2.81715 -1.50695  -0.190
27 C 5.15783 2.98620 -0.60685  -0.261
28 C 2.06583 0.09498 0.25132  -0.218
29 C 1.45655 -1.02720 -0.27886  -0.147
30 H -0.30659 -5.31630 -1.25599  0.251
31 H -1.64427 -4.27123 -1.78615  0.211
32 H -1.76043 -5.15483 -0.24009  0.188
33 H -2.18317 -2.97583 0.72118  0.222
34 H -0.77836 -1.93124 1.04088  0.246
35 H -2.73630 -0.57122 0.68444  0.411
36 H -2.44273 0.04324 -2.92140  0.261
37 H -3.58675 1.91502 -4.02800  0.219
38 H -5.01050 3.45750 -2.71453  0.220
39 H -5.26645 3.10385 -0.28417  0.230
40 H 2.23844 -3.25518 2.13690  0.223
41 H 3.31584 -1.25008 3.08559  0.214
42 H 4.25288 0.96393 2.66870  0.184
43 H 2.67110 1.77159 2.70051  0.210
44 H 5.20108 -0.09056 0.81904  0.215
45 H 7.02665 -0.36492 -0.76885  0.214
46 H 7.67841 1.47924 -2.27372  0.213
47 H 6.46341 3.63008 -2.16291  0.213
48 H 4.61679 3.91748 -0.54254  0.222
49 H 2.03346 1.03288 -0.28310  0.227
50 H 0.95329 -0.97080 -1.23244  0.225

---

What highest occupied orbital energy values result from the calculations? In sequence: -8.97, -8.56 eV.
What E_LUMO values result from the calculations? In sequence: -0.06675, 0.01248 Ha.
What molecular weight values result from the calculations? In sequence: 3902.3, 453.3 g/mol.